1.
A molecular structure, C48H56N6O2Sc at a distorted geometry, computed with wB97M-V/def2-TZVPD.

Geometry as XYZ:
```
113
Properties=species:S:1:pos:R:3:mulliken_charge:R:1
C 2.559 -1.940 -3.430 -1.1371
H -4.638 4.736 1.046 0.3801
O 4.253 -3.350 -4.878 -0.5019
C 4.414 0.689 3.528 -1.1122
H -4.005 3.651 -1.737 0.3888
H -3.499 -4.735 -2.135 0.3192
H -0.660 6.314 -1.395 0.2584
C 2.267 0.107 1.981 0.2861
C -0.516 3.113 0.618 0.0869
N 1.287 -1.539 -1.399 0.6051
H -5.286 -4.768 -2.230 0.3450
H -5.375 0.360 -2.625 0.4390
H -1.216 -3.927 4.675 0.3570
H 2.439 4.926 4.623 0.3733
C 0.944 2.849 -3.625 -1.3058
H 4.273 3.451 3.395 0.4346
H -4.890 3.082 0.644 0.2131
H 4.143 -4.842 -3.370 0.3501
C -2.435 3.655 -0.313 0.7560
C 1.536 0.290 -2.956 0.2131
H 5.879 1.732 2.195 0.2930
N -1.019 1.885 0.317 -0.2969
H -5.690 -3.297 -0.549 0.4756
C 3.517 -4.210 -3.992 -0.4901
C 0.940 -3.388 2.740 0.7360
C 2.052 -3.739 -1.932 -1.4324
C 2.120 2.651 -5.863 -0.8021
H 2.173 -4.763 -1.635 0.5339
C 2.244 -1.263 2.232 -0.6227
C 2.800 2.304 2.303 0.5837
H -0.145 7.451 -0.199 0.4490
H -0.578 5.681 1.650 0.3958
C 1.588 2.139 1.574 0.1433
H 3.075 -1.656 2.817 0.3196
H 2.171 3.714 -5.886 0.4305
H 4.403 -0.295 3.921 0.3889
N 0.750 0.963 -2.102 0.5044
C 5.810 0.814 2.829 -1.1892
H -0.158 2.879 -1.840 0.2886
C 2.737 -3.318 -3.096 0.1724
H 4.420 1.450 4.325 0.3661
C 0.517 2.250 -2.467 0.0760
H 1.386 2.427 -6.687 0.2545
H 4.739 -3.868 -5.525 0.3109
H -1.607 -5.519 2.146 0.4443
C -0.976 -5.066 2.879 -1.3041
C -3.737 4.236 -0.808 -1.3461
H -2.774 -4.175 3.960 0.3090
H 4.094 2.413 -5.952 0.3084
C -1.365 4.202 0.320 0.8026
C -5.524 -0.287 -1.754 -1.0506
H -4.361 -3.437 -2.931 0.3272
C 1.954 0.821 -4.153 -0.6797
H 1.381 -4.890 4.186 0.3684
H 5.985 -0.053 2.176 0.3170
C -4.185 -0.828 -1.214 0.8790
H 2.370 3.207 5.083 0.2801
C -3.143 1.335 -0.897 -0.8971
C -1.087 5.634 0.657 -1.1981
H 3.073 -5.409 2.504 0.3218
C -4.628 -3.404 -0.801 -0.8095
C 2.264 3.900 4.208 -1.0254
H 0.625 3.892 -3.765 0.4807
C -2.234 2.225 -0.303 0.4542
H 1.041 -3.152 -0.174 0.5740
C 3.224 -4.559 3.176 -1.2519
C 3.238 3.592 2.988 -0.8972
H -2.022 6.222 0.689 0.4093
C -0.839 -2.878 1.402 0.0308
H 2.891 -1.591 -4.368 0.7620
C 3.234 1.019 2.649 -0.5374
C -2.591 -1.999 -0.048 0.5032
C -0.282 -3.856 2.296 0.3960
H -4.223 -3.995 -0.008 0.2994
H 0.797 5.914 -0.459 0.2267
C -3.936 -2.068 -0.704 -0.1561
N -2.091 -0.743 -0.204 -0.4476
H -6.314 -0.219 0.290 0.3607
N 0.019 -1.788 1.388 -0.2509
C -4.385 -4.147 -2.109 -1.1828
C -0.206 6.392 -0.378 -1.1268
H -1.941 -5.499 4.711 0.4476
H -0.183 -5.788 3.164 0.4845
H 2.782 -4.787 -4.536 0.3067
H 3.265 4.430 2.266 0.3982
C -6.352 0.319 -0.618 -1.0648
H 2.130 -3.298 4.538 0.4318
H 3.723 -3.808 2.607 0.3272
C 0.796 3.203 1.148 -0.5933
H 6.632 0.915 3.524 0.4042
H 1.114 4.202 1.430 0.4170
C -1.796 -4.642 4.101 -1.3321
C -4.875 4.123 0.203 -1.0546
C -2.027 -3.041 0.712 -0.4460
H -5.837 4.401 -0.297 0.3382
C 1.414 -2.821 -1.127 -0.2226
N 1.326 0.815 1.356 -0.1936
H -6.047 -1.116 -2.205 0.5301
C 1.141 -2.103 2.113 1.0154
C 1.827 -1.119 -2.563 0.5853
H -6.071 1.332 -0.449 0.1460
H -7.384 0.290 -0.908 0.4340
H 3.865 -4.833 4.006 0.3805
Sc 0.007 -0.044 -0.093 -0.2472
C 1.889 -4.029 3.724 -1.1607
H 1.207 3.882 3.909 0.2615
H -2.507 -3.997 0.853 0.3031
H 2.493 0.222 -4.859 0.6026
H -3.608 5.238 -1.176 0.5788
H -3.948 1.820 -1.348 0.5679
C -3.082 -0.003 -0.856 0.1177
O 3.328 1.993 -6.342 -0.5049
C 1.715 2.142 -4.500 0.4102
```

The HOMO energy (spin up / spin down) comes out at -8.9 / -8.9 eV. As for the calculated total energy: -3102.40101 Eh. Its net charge is +1. For the LUMO energy (spin up / spin down), the calculation gives -3.2 / -3.2 eV. As for the gap between HOMO and LUMO (spin up / spin down): 0.2081 / 0.2082 Eh.

***

2.
11 unconnected molecules or ions with the total composition C48H56O28 at a distorted geometry, computed with wB97M-V/def2-TZVPD.

Geometry as XYZ:
```
132
Properties=species:S:1:pos:R:3:mulliken_charge:R:1
O -1.075 -0.306 -6.978 -0.6382
O 1.772 -2.579 7.279 -0.6205
C 0.186 2.189 4.896 -0.0529
C -3.385 5.466 -3.292 -0.6523
H -5.519 0.056 -5.296 0.2661
H -1.203 -3.246 -5.811 0.3735
C -2.997 -0.469 4.914 0.7752
C -1.164 1.093 -5.021 -0.0322
C 4.902 0.823 -0.403 -0.7141
C 2.087 1.488 -0.555 0.7308
H 1.916 5.766 1.204 0.3681
H 0.084 0.473 1.909 1.0301
C -0.688 -1.479 -0.936 -0.3619
C 2.648 0.357 -1.359 -0.1755
O 3.576 -2.196 0.550 0.1506
C 2.115 1.426 3.887 -0.4442
C -4.947 -0.736 -5.761 -0.3037
H -4.465 0.847 -0.570 0.2746
H -3.452 1.501 3.313 0.0969
O -4.249 2.634 -1.404 -0.4019
C -1.918 2.784 5.979 -1.0612
H 1.036 1.639 -0.793 0.2704
O 1.624 2.682 -3.541 -0.5766
H -0.195 -4.244 -7.833 0.5387
H 0.515 4.914 3.216 0.4047
H -3.965 -4.842 -2.156 0.3181
C -3.782 3.309 -2.473 0.8120
C 4.695 -0.679 3.557 -0.9646
O -1.130 1.993 4.944 0.6179
C -0.726 -0.341 -0.015 -1.1331
H 4.124 -1.019 4.431 0.1337
C 0.572 -1.567 1.729 0.4574
O 3.982 -1.010 2.353 0.4654
C 0.930 5.325 1.121 -0.7390
C 1.819 -3.881 -7.273 0.4486
H 2.815 -2.846 -4.206 0.4529
H 3.704 -3.751 -6.376 0.3828
H 2.755 0.960 -5.188 0.5512
H -0.117 -3.575 -1.171 0.7023
C 1.580 -1.807 6.370 0.7083
H -2.245 3.089 0.520 0.3898
C -3.696 0.587 2.818 -0.1660
H -3.890 -0.447 -5.803 -0.0194
C 1.002 0.325 -6.065 -0.6537
H -1.947 2.182 6.883 0.2577
H -4.243 5.489 -3.984 0.3309
C 0.466 4.965 -0.241 0.4466
H 2.600 2.339 4.185 0.5006
H 4.503 -0.742 -1.787 0.4015
H -0.949 4.134 -1.449 0.2078
O 4.999 -3.056 2.115 -0.5878
H 1.273 -1.658 2.576 0.0773
C -4.205 1.122 -1.555 -0.5077
O 1.712 -2.120 5.046 0.2103
H -3.250 0.423 1.835 -0.1030
H -1.324 -3.206 5.284 0.3438
H 1.715 -4.077 5.613 0.5580
C 0.382 -3.862 -7.070 -0.4178
O -1.759 3.900 2.916 -0.5579
H 1.485 -3.767 3.825 0.2029
C 4.284 -2.171 1.701 0.2534
C 2.196 -3.196 -5.004 -0.3739
H -2.848 3.023 5.572 0.2517
H 3.255 -3.247 -1.173 0.0937
C 2.844 2.198 0.278 0.0794
H -1.330 3.708 6.082 0.4133
H -2.623 -4.339 -3.166 0.2470
H -2.266 1.260 -5.106 0.3860
O 0.235 -2.879 -3.780 -0.2180
C -0.019 -0.436 1.359 0.1603
H 1.177 -0.819 8.475 0.5551
O -3.421 2.878 -3.546 -0.5121
C -0.133 -3.364 -5.988 -0.2493
O -3.523 0.393 5.596 -0.6383
H 3.562 -4.280 0.270 0.3321
H 2.365 0.572 4.512 0.0911
H -2.486 -3.126 3.995 0.3705
H 2.432 1.048 2.890 -0.3440
O 0.643 1.446 3.876 0.2500
H 4.903 -3.367 -0.603 0.3883
C -1.855 -2.516 4.640 -0.2745
O 2.163 -3.880 -8.439 -0.5651
C 1.042 1.755 -4.052 0.3545
C -1.315 3.594 0.663 0.1010
C -0.731 4.145 -0.350 0.1946
H 3.073 -3.677 4.653 0.2687
C 4.129 0.123 -1.202 -0.6184
H -3.291 6.503 -2.845 0.2382
C 0.711 -3.076 -4.859 0.2853
C 0.925 -0.030 7.794 -0.9821
C 3.858 -3.393 -0.267 -0.8309
C -3.453 -3.986 -2.550 -0.4438
O 2.056 -0.218 -2.231 -0.3134
H -0.139 0.212 7.939 0.1888
O 1.207 -0.540 6.468 -0.1421
H -1.112 -2.139 3.962 -0.2072
O 4.773 2.097 1.527 -0.6226
C -0.184 -2.701 -0.541 -0.8492
H -1.106 -1.426 -1.971 0.7373
H -3.247 0.688 -1.860 0.0152
H 2.438 3.077 0.822 0.1029
O -4.381 -3.381 -3.485 -0.4329
O -3.708 4.624 -2.125 -0.3085
C -0.957 4.035 2.052 0.0169
O -3.017 -1.633 -3.886 -0.2110
O -1.221 0.739 -0.292 0.2806
O -2.461 -1.566 5.497 -0.3455
C 0.268 4.797 2.162 -0.2940
O 1.106 -3.782 1.108 -0.6646
H 5.711 -1.127 3.538 0.3992
H 1.569 0.843 7.936 0.2555
O -5.010 -1.972 -4.898 -0.4429
H -4.938 0.845 -2.281 0.4871
H -0.938 2.374 -3.360 0.2342
H 4.850 0.387 3.625 0.3005
C -0.451 1.744 -4.050 0.1965
H -4.827 0.559 2.809 0.3312
C 0.467 -2.772 0.783 -0.3902
H 5.966 0.626 -0.260 0.4395
H -3.051 -3.363 -1.730 0.1017
H 1.553 -0.106 -6.872 0.5367
O 0.985 5.378 -1.225 -0.5866
H -2.428 5.211 -3.859 0.2538
C 1.703 0.936 -5.105 -0.4432
H -5.304 -1.015 -6.762 0.2812
C 2.661 -3.741 -6.109 -0.7020
C -4.001 -2.265 -4.047 0.7177
C 2.036 -3.514 4.757 -1.0592
O 0.861 2.889 5.642 -0.6415
C -0.450 0.305 -6.096 0.0593
C 4.224 1.770 0.515 0.3505
O -3.101 -0.513 3.573 -0.2666
```

The HOMO energy comes out at -10.0 eV. As for the calculated total energy: -3969.15689 Eh. Its net charge is 0. For the LUMO energy, the calculation gives -1.7 eV. As for the gap between HOMO and LUMO: 0.3073 Eh. As for the SMILES: O=C1C=CC(=O)C=C1.O=C1C=CC(=O)C=C1.O=C1C=CC(=O)C=C1.O=C1C=CC(=O)C=C1.O=C1C=CC(=O)C=C1.COC(=O)OC.COC(=O)OC.COC(=O)OC.COC(=O)OC.COC(=O)OC.COC(=O)OC.